[1]
DFT (wB97M-V/def2-TZVPD) results for a molecular structure, C42H65AsAuNO3Si4 in a non-equilibrium geometry.

Each line ends with the Mulliken charge.
Geometry (Å):
Au -1.3786 -0.5494 0.9055  1.26
C -4.6226 -1.6989 5.3532  -0.62
C -4.6380 -0.5781 4.5302  -0.82
C -3.4641 -0.1399 3.9318  0.19
C -2.2393 -0.7865 4.1467  0.24
C -2.2501 -1.9080 4.9822  -0.67
C -3.4253 -2.3633 5.5747  -0.62
Si -0.6858 -0.1886 3.2172  -0.04
C -0.3436 1.5830 3.8003  0.48
C -1.2003 2.3112 4.6339  -0.59
C -0.9208 3.6275 4.9886  -0.76
C 0.2376 4.2428 4.5318  -0.85
C 1.1117 3.5339 3.7167  -0.74
C 0.8145 2.2283 3.3487  -0.08
C 0.7739 -1.2641 3.7701  0.23
C 1.8903 -0.7648 4.4457  -0.17
C 2.9882 -1.5721 4.7277  -0.80
C 2.9886 -2.9090 4.3529  -0.57
C 1.8776 -3.4348 3.7028  -0.92
C 0.7922 -2.6178 3.4186  0.06
H -5.5367 -2.0511 5.8157  0.38
H -5.5688 -0.0531 4.3466  0.41
H -3.5001 0.7207 3.2664  0.55
H -1.3230 -2.4366 5.1773  0.32
H -3.4031 -3.2373 6.2154  0.40
H -2.0969 1.8433 5.0238  0.38
H -1.6042 4.1705 5.6319  0.41
H 0.4587 5.2668 4.8101  0.36
H 2.0211 4.0033 3.3580  0.46
H 1.4899 1.6933 2.6858  0.43
H 1.9103 0.2736 4.7540  0.43
H 3.8453 -1.1576 5.2469  0.42
H 3.8415 -3.5406 4.5730  0.41
H 1.8637 -4.4813 3.4168  0.44
H -0.0638 -3.0354 2.8948  0.36
C -1.8092 3.0543 -3.3770  -1.01
Si -0.3811 2.0122 -4.0210  0.38
C 1.2495 2.8744 -3.7072  -0.67
C -0.5453 1.9813 -5.8902  -1.04
As -0.3696 -0.0516 -2.8766  0.38
Si -2.2888 -1.0269 -3.8279  0.35
C -3.7303 -0.0826 -3.0834  -0.88
C -2.4520 -1.0230 -5.7006  -1.19
C -2.4739 -2.8149 -3.3045  -0.79
Si 1.3926 -1.1218 -3.9899  0.12
C 2.9152 -0.6919 -2.9718  -0.38
C 1.1400 -2.9839 -3.8705  -1.05
C 1.7882 -0.7513 -5.7842  -1.04
H -1.4943 4.0932 -3.2406  0.43
H -2.1856 2.6841 -2.4196  -0.04
H -2.6379 3.0433 -4.0896  0.44
H 1.2045 3.9049 -4.0718  0.42
H 2.0580 2.3631 -4.2397  0.27
H 1.5095 2.8980 -2.6482  -0.04
H -0.6487 3.0139 -6.2409  0.38
H -1.4162 1.4234 -6.2321  0.23
H 0.3364 1.5503 -6.3676  0.24
H -3.9061 0.8611 -3.6077  0.31
H -3.5136 0.1512 -2.0353  0.00
H -4.6505 -0.6728 -3.1233  0.43
H -2.8326 -0.0691 -6.0692  0.34
H -3.1568 -1.8033 -6.0026  0.40
H -1.4981 -1.2190 -6.1979  0.22
H -2.6291 -2.8923 -2.2284  -0.11
H -1.6111 -3.4291 -3.5728  0.27
H -3.3537 -3.2324 -3.8030  0.46
H 2.6758 -0.7236 -1.9038  -0.45
H 3.2685 0.3195 -3.1996  0.41
H 3.7338 -1.3915 -3.1687  0.42
H 0.6042 -3.2574 -2.9573  0.06
H 2.1054 -3.4983 -3.8680  0.48
H 0.5604 -3.3584 -4.7202  0.37
H 2.1966 0.2547 -5.9104  0.31
H 0.9059 -0.8373 -6.4240  0.27
H 2.5351 -1.4682 -6.1384  0.38
C -1.2876 -3.6463 -0.0600  -0.19
O -2.6355 -3.2135 0.2011  -0.35
C -2.8047 -1.9591 0.4914  0.76
C -4.2477 -1.7108 0.7595  -1.42
H -0.7331 -3.6901 0.8739  0.13
H -0.8043 -2.9460 -0.7406  0.01
H -1.3567 -4.6346 -0.5074  0.39
H -4.8463 -2.1685 -0.0319  0.42
H -4.4499 -0.6440 0.8213  0.26
H -4.5385 -2.1696 1.7125  0.31
C -2.1287 3.5173 0.9183  -1.88
C -1.0024 2.7437 0.2982  0.35
O -1.1752 1.6178 -0.1275  -0.39
C 0.3559 3.3511 0.2169  1.29
C 0.5643 4.7155 0.3862  -0.51
C 1.8460 5.2394 0.3136  -0.94
C 2.9269 4.3959 0.0971  -0.81
C 2.7237 3.0301 -0.0642  -0.93
C 1.4413 2.5093 -0.0153  0.52
H -3.0039 2.8750 0.9796  0.28
H -2.3694 4.3965 0.3149  0.51
H -1.8430 3.8550 1.9186  0.34
H -0.2745 5.3765 0.5687  0.42
H 2.0045 6.3039 0.4320  0.38
H 3.9297 4.8032 0.0617  0.43
H 3.5659 2.3712 -0.2341  0.43
H 1.2628 1.4462 -0.1226  0.34
C 2.2883 -3.0571 -0.0069  -0.83
N 3.4268 -2.2387 0.3695  0.68
C 4.7551 -2.7482 0.0783  -1.34
C 3.2045 -1.0298 0.9595  0.11
C 4.4272 -0.2530 1.3920  -2.06
O 2.0751 -0.6076 1.1522  0.00
H 2.3946 -4.0621 0.4083  0.54
H 2.1989 -3.1266 -1.0954  0.38
H 1.3919 -2.5939 0.3983  -0.27
H 4.6564 -3.6021 -0.5883  0.44
H 5.2768 -3.0799 0.9806  0.30
H 5.3735 -2.0038 -0.4243  0.37
H 5.0545 -0.8528 2.0530  0.41
H 4.0930 0.6349 1.9212  0.19
H 5.0288 0.0438 0.5296  0.49

Properties
- spin multiplicity = 1
- energy above the lowest of the compared OMol25 structures with the same formula, charge and spin (kJ/mol) = 115.29
- charge = 0

[2]
DFT (wB97M-V/def2-TZVPD) results for 15 unconnected molecules or ions with the total composition C60H165N15O15 in a non-equilibrium geometry.

Each line ends with the Mulliken charge.
Geometry (Å):
C 11.1717 0.9683 -3.5619  -1.41
C 9.7757 0.5294 -4.0061  0.60
C 8.6743 1.1934 -3.2022  -0.78
O 8.5714 0.6439 -1.9165  -0.31
C 7.6946 1.4159 -1.0514  -0.68
N 9.6701 0.9700 -5.4051  -0.73
H 11.3466 2.0139 -3.8153  0.37
H 11.9509 0.3710 -4.0353  0.37
H 11.2565 0.8450 -2.4822  0.31
H 9.6813 -0.5550 -3.9486  0.26
H 7.6928 1.1036 -3.6676  0.38
H 8.8202 2.2728 -3.1625  0.33
H 6.7018 1.2698 -1.4769  0.30
H 8.0170 2.4550 -1.1173  0.29
H 7.7061 1.0081 -0.0406  0.22
H 10.3739 0.5042 -5.9599  0.26
H 8.7713 0.6601 -5.7461  0.23
C 3.0456 -2.7378 -7.0486  -1.27
C 3.0609 -2.6189 -8.6214  0.40
C 1.6221 -2.7716 -9.2176  -0.63
O 1.0218 -4.0858 -9.1699  -0.36
C 0.0841 -4.2878 -10.2147  -0.73
N 3.6873 -1.3635 -8.9600  -0.64
H 2.5758 -1.8594 -6.6060  0.34
H 4.0708 -2.8594 -6.6988  0.31
H 2.4909 -3.6313 -6.7623  0.33
H 3.6451 -3.4484 -9.0199  0.28
H 1.6833 -2.4838 -10.2672  0.36
H 0.9037 -2.0805 -8.7768  0.28
H 0.5374 -4.5885 -11.1593  0.28
H -0.4525 -3.3563 -10.3950  0.33
H -0.6356 -5.0339 -9.8778  0.25
H 3.7836 -1.2370 -9.9574  0.25
H 3.2427 -0.5256 -8.6133  0.22
C -1.1045 -1.5259 -0.2048  -1.31
C -0.0276 -1.5516 0.9091  0.34
C -0.0848 -0.3140 1.9194  -0.73
O -0.1513 0.9011 1.1850  -0.31
C -0.3891 2.1213 1.9857  -0.71
N -0.1600 -2.7969 1.5924  -0.71
H -0.8632 -0.5836 -0.6966  0.33
H -2.1508 -1.3722 0.0592  0.34
H -0.9307 -2.3633 -0.8805  0.38
H 0.9858 -1.5468 0.5077  0.29
H 0.7086 -0.3538 2.6658  0.38
H -0.9991 -0.4067 2.5054  0.33
H -1.2845 2.0305 2.6005  0.31
H -0.5821 2.9749 1.3360  0.24
H 0.4177 2.1706 2.7170  0.29
H 0.2758 -2.7997 2.5035  0.24
H -1.1309 -2.7710 1.8695  0.30
C 9.5895 10.2652 -0.8208  -1.36
C 9.7006 9.2306 -1.8588  0.37
C 8.2698 8.8650 -2.3828  -0.73
O 7.4640 8.3257 -1.2982  -0.32
C 6.2259 7.7678 -1.7970  -0.71
N 10.5855 9.6948 -2.9187  -0.74
H 10.5564 10.5334 -0.3951  0.38
H 9.0631 9.8322 0.0297  0.33
H 9.0268 11.1262 -1.1816  0.30
H 10.0347 8.2858 -1.4303  0.32
H 8.3231 8.0877 -3.1450  0.40
H 7.8394 9.7193 -2.9053  0.34
H 5.6488 7.2604 -1.0240  0.25
H 6.4147 7.0954 -2.6339  0.29
H 5.5894 8.5644 -2.1824  0.30
H 10.1151 10.4559 -3.3873  0.28
H 10.5404 9.0048 -3.6548  0.29
C -0.9536 -9.8917 -2.4010  -1.29
C -2.2831 -10.1411 -1.5952  0.46
C -2.9362 -11.4587 -1.9444  -0.75
O -2.8716 -11.8738 -3.3111  -0.36
C -3.5730 -11.0495 -4.2212  -0.75
N -2.0157 -10.0377 -0.1731  -0.70
H -0.3271 -10.7823 -2.3520  0.32
H -0.2765 -9.1131 -2.0496  0.42
H -1.1506 -9.6655 -3.4489  0.27
H -3.0952 -9.4259 -1.7262  0.20
H -3.9413 -11.4684 -1.5227  0.39
H -2.4898 -12.2702 -1.3697  0.37
H -4.5657 -10.9511 -3.7818  0.32
H -3.7456 -11.4831 -5.2062  0.29
H -3.3100 -9.9951 -4.3060  0.26
H -1.6548 -9.1013 -0.0587  0.26
H -1.2972 -10.6757 0.1381  0.26
C -6.3685 -4.6315 3.7102  -1.31
C -5.7097 -4.9534 5.0836  0.40
C -6.4702 -4.1383 6.1542  -0.65
O -6.2504 -2.7891 5.8222  -0.29
C -7.0918 -1.8547 6.5387  -0.73
N -5.7328 -6.3454 5.3441  -0.75
H -7.4207 -4.9129 3.6677  0.33
H -5.8736 -5.0568 2.8371  0.37
H -6.2762 -3.5614 3.5250  0.33
H -4.6897 -4.5696 5.1023  0.23
H -6.0844 -4.3009 7.1606  0.36
H -7.5514 -4.2728 6.1250  0.35
H -8.1326 -2.1073 6.3364  0.32
H -6.9062 -0.8642 6.1232  0.23
H -6.8250 -1.8484 7.5956  0.28
H -5.1031 -6.7157 4.6466  0.29
H -5.2222 -6.6277 6.1685  0.26
C -5.9605 6.6785 4.9838  -1.37
C -6.2827 6.9720 6.4658  0.62
C -5.0997 6.7461 7.3765  -0.79
O -4.3916 5.6078 7.0469  -0.28
C -3.4132 5.3165 8.0751  -0.80
N -6.6353 8.3835 6.4532  -0.72
H -5.7809 5.6127 4.8420  0.34
H -5.1673 7.2777 4.5368  0.32
H -6.8285 6.8981 4.3620  0.39
H -7.0378 6.2577 6.7940  0.16
H -5.6141 6.7764 8.3370  0.31
H -4.4295 7.6033 7.4410  0.41
H -2.6239 6.0671 8.0341  0.33
H -2.9739 4.4593 7.5648  0.26
H -3.8805 5.0492 9.0228  0.30
H -6.7575 8.6048 7.4311  0.25
H -7.5672 8.4057 6.0645  0.28
C 5.0639 7.4410 -11.3717  -1.41
C 5.1472 6.4703 -10.1959  0.38
C 3.7145 6.1254 -9.6511  -0.73
O 3.6191 4.9669 -8.8127  -0.30
C 2.4174 4.8423 -8.0952  -0.73
N 5.9726 5.3309 -10.5911  -0.71
H 6.0511 7.6891 -11.7615  0.36
H 4.5476 8.3588 -11.0907  0.36
H 4.5407 6.9316 -12.1810  0.34
H 5.6078 6.9331 -9.3230  0.28
H 2.9792 5.8302 -10.3996  0.37
H 3.3348 7.0266 -9.1697  0.35
H 1.5784 4.9695 -8.7793  0.29
H 2.3576 5.6411 -7.3559  0.30
H 2.3856 3.9162 -7.5212  0.25
H 6.0162 4.7526 -9.7642  0.33
H 5.5126 4.7441 -11.2724  0.27
C 3.3713 -4.0282 7.7637  -1.37
C 2.1744 -4.5541 8.5099  0.49
C 1.1903 -3.4237 8.9435  -0.77
O 0.2284 -4.0138 9.8345  -0.31
C -0.7321 -3.0714 10.3482  -0.69
N 1.4398 -5.5661 7.6971  -0.83
H 3.8896 -3.3671 8.4583  0.37
H 3.1958 -3.5550 6.7976  0.30
H 4.1049 -4.8296 7.6761  0.36
H 2.4482 -5.0837 9.4224  0.34
H 0.7211 -3.1672 7.9937  0.34
H 1.6433 -2.5128 9.3347  0.42
H -1.3594 -2.7522 9.5160  0.29
H -0.1835 -2.1935 10.6895  0.29
H -1.3539 -3.5437 11.1087  0.23
H 0.6728 -5.8344 8.2969  0.30
H 1.9579 -6.4269 7.8002  0.24
C -6.2610 -2.9226 -6.1487  -1.51
C -7.2133 -4.0609 -6.2014  0.45
C -7.2192 -4.6649 -4.8336  -0.77
O -7.9448 -5.8695 -4.8412  -0.31
C -8.1875 -6.3896 -3.5613  -0.81
N -8.4630 -3.4819 -6.5842  -0.79
H -5.2609 -3.1785 -5.7989  0.39
H -6.6484 -2.1635 -5.4692  0.31
H -6.2120 -2.3490 -7.0743  0.37
H -6.9116 -4.7429 -6.9964  0.38
H -7.5805 -3.9555 -4.0891  0.36
H -6.2115 -4.8497 -4.4614  0.40
H -8.6982 -7.3523 -3.5850  0.28
H -8.7415 -5.7797 -2.8478  0.34
H -7.2710 -6.5417 -2.9913  0.30
H -8.8218 -3.0368 -5.7516  0.29
H -9.0661 -4.2901 -6.6395  0.30
C -2.9254 14.1793 3.2908  -1.22
C -1.8678 14.5893 4.3109  0.18
C -1.2195 13.2528 4.8114  -0.76
O -0.2503 12.7909 3.8075  -0.32
C 0.1935 11.4915 4.2078  -0.79
N -0.8988 15.4994 3.7027  -0.76
H -3.6171 15.0169 3.2007  0.36
H -3.5739 13.3785 3.6458  0.35
H -2.4284 14.0740 2.3264  0.25
H -2.3531 15.1819 5.0864  0.39
H -2.0171 12.5629 5.0871  0.41
H -0.7561 13.3446 5.7937  0.46
H 0.8187 11.6727 5.0821  0.31
H 0.6362 10.8883 3.4151  0.27
H -0.6022 10.8300 4.5503  0.30
H -0.1236 15.7698 4.2910  0.26
H -0.4530 14.9577 2.9762  0.30
C 12.1306 -6.2295 4.4847  -1.40
C 11.6289 -6.7273 3.1197  0.51
C 10.5879 -5.8350 2.4647  -0.84
O 10.0039 -6.4851 1.3383  -0.33
C 8.8735 -5.8596 0.7820  -0.67
N 12.7950 -6.6699 2.2477  -0.76
H 12.8654 -6.9243 4.8915  0.37
H 11.3278 -6.0554 5.2011  0.35
H 12.6623 -5.2835 4.3823  0.34
H 11.2294 -7.7403 3.1691  0.26
H 10.9967 -4.8967 2.0895  0.34
H 9.8118 -5.6737 3.2128  0.45
H 9.2238 -4.9069 0.3849  0.29
H 8.2069 -5.5356 1.5813  0.29
H 8.3334 -6.4673 0.0561  0.25
H 12.4064 -6.4990 1.3312  0.29
H 13.3660 -5.8444 2.3599  0.26
C 5.2795 -12.8160 6.5335  -1.40
C 4.1211 -11.7787 6.5390  0.43
C 3.0409 -12.0849 5.4460  -0.72
O 3.4265 -11.9194 4.0829  -0.34
C 4.1936 -10.7621 3.8162  -0.63
N 3.6147 -11.9031 7.8933  -0.78
H 4.8983 -13.8197 6.7214  0.38
H 6.0619 -12.5995 7.2609  0.42
H 5.8278 -12.8992 5.5951  0.31
H 4.5280 -10.7864 6.3443  0.30
H 2.1960 -11.4168 5.6127  0.37
H 2.6448 -13.1003 5.4483  0.30
H 5.1442 -10.7208 4.3480  0.21
H 3.6362 -9.8610 4.0720  0.31
H 4.3640 -10.7415 2.7398  0.25
H 3.4389 -12.8781 8.0898  0.31
H 4.3848 -11.7016 8.5149  0.28
C -10.6575 1.1911 0.6576  -1.34
C -11.9068 0.8451 -0.1419  0.37
C -13.0653 1.7654 0.3322  -0.68
O -13.4310 1.7140 1.6847  -0.36
C -14.4357 0.7125 1.9991  -0.71
N -11.5953 1.0704 -1.5548  -0.71
H -10.7322 1.0414 1.7347  0.32
H -10.3969 2.2342 0.4787  0.35
H -9.7870 0.6569 0.2767  0.38
H -12.1348 -0.2102 0.0077  0.24
H -14.0295 1.8029 -0.1747  0.43
H -12.6984 2.7782 0.1657  0.29
H -14.6402 0.6371 3.0671  0.27
H -13.9060 -0.2188 1.7989  0.29
H -15.4066 0.7640 1.5063  0.28
H -11.0971 1.9479 -1.5112  0.30
H -12.4065 1.3380 -2.0938  0.27
C -4.5686 5.3055 -3.6294  -1.29
C -5.5429 6.4257 -3.8026  0.40
C -4.9246 7.5867 -4.5907  -0.76
O -3.5923 8.0192 -4.1785  -0.36
C -3.5150 8.8808 -3.1123  -0.65
N -6.7007 5.8331 -4.4486  -0.71
H -3.6325 5.7086 -3.2431  0.33
H -4.2996 4.8291 -4.5722  0.34
H -4.9013 4.5925 -2.8750  0.35
H -5.8944 6.7797 -2.8335  0.27
H -5.6023 8.4271 -4.7405  0.40
H -4.9149 7.3664 -5.6582  0.34
H -4.0267 8.3449 -2.3129  0.29
H -3.8589 9.9073 -3.2396  0.27
H -2.4658 8.9624 -2.8282  0.23
H -6.4035 5.4540 -5.3364  0.30
H -7.3058 6.6234 -4.6196  0.26

Properties
- spin multiplicity = 1
- energy above the lowest of the compared OMol25 structures with the same formula, charge and spin (kJ/mol) = 869.89
- charge = 0